[1]
This record from OMol25 describes 2 unconnected molecules or ions with the total composition C2HNOS. The level of theory is wB97M-V/def2-TZVPD.

```
6
Properties=species:S:1:pos:R:3:nbo_charge:R:1
C 0.7034 -1.3861 -0.8402 0.534
C -1.5369 2.0629 0.2708 -0.176
N 1.5651 -1.5416 -1.5550 -0.424
O -0.1978 -1.2272 0.0015 -0.634
S -0.7410 2.8322 1.2944 0.177
H 0.2072 -0.7402 0.8285 0.523
```

E_LUMO in Ha: -0.0164
HOMO energy in eV: -11.1
Gap between HOMO and LUMO in eV: 10.678
Electronic energy in hartree: -604.868540

***

[2]
This record from OMol25 describes C2HNOS in the gas phase. The level of theory is wB97M-V/def2-TZVPD.

```
6
Properties=species:S:1:pos:R:3:nbo_charge:R:1
N -3.0321 -1.1120 -0.0931 -0.298
C -2.4663 -0.1169 -0.1092 -0.006
S -1.8287 1.4065 -0.1264 0.063
C 0.3754 1.0603 0.2199 0.496
O 1.2144 1.8513 -0.0689 -0.422
H 0.5017 0.1112 0.6221 0.168
```

E_LUMO in Ha: -0.0303
HOMO energy in eV: -10.1
Gap between HOMO and LUMO in eV: 9.247
Electronic energy in hartree: -604.926918
SMILES: N#CSC=O

***

[3]
This record from OMol25 describes 2 unconnected molecules or ions with the total composition C2HNOS2. The level of theory is wB97M-V/def2-TZVPD.

```
7
Properties=species:S:1:pos:R:3:nbo_charge:R:1
C -0.1886 -0.7705 -1.0352 0.077
N 0.1626 -1.6479 -0.3033 -0.426
S 0.3554 -2.6750 0.8038 0.090
H -0.8411 -0.0638 -1.5215 0.258
O -4.5637 -1.9168 -0.6515 -0.448
C -4.1915 -0.8805 -0.2363 0.423
S -3.5279 0.4405 0.2020 0.026
```

E_LUMO in Ha: 0.0052
HOMO energy in eV: -8.7
Gap between HOMO and LUMO in eV: 8.862
Electronic energy in hartree: -1003.115053
SMILES: C#[N+][S-].O=C=S

***

[4]
This record from OMol25 describes C2HNOS2 in the gas phase. The level of theory is wB97M-V/def2-TZVPD.

```
7
Properties=species:S:1:pos:R:3:nbo_charge:R:1
C 1.8757 -0.1828 0.0307 0.883
C -0.5067 -0.1964 -0.1694 -0.638
N 1.6826 1.0113 -0.0433 -0.745
O 1.9477 -1.3254 0.1024 -0.443
S -0.0325 1.3647 0.0212 0.636
S -2.0430 -0.8352 -0.0981 0.236
H -2.9237 0.1639 0.1564 0.071
```

E_LUMO in Ha: -0.0120
HOMO energy in eV: -9.4
Gap between HOMO and LUMO in eV: 9.048
Electronic energy in hartree: -1003.086330

***

[5]
This record from OMol25 describes C2HNS2 in the gas phase. The level of theory is wB97M-V/def2-TZVPD.

```
6
Properties=species:S:1:pos:R:3:nbo_charge:R:1
C 0.9870 1.1202 -0.9265 -0.004
C 0.4149 0.0613 -0.4413 -0.026
N 1.3590 2.0290 -1.5999 -0.141
S -2.4871 -0.5780 0.8712 -0.383
S -0.3966 -0.6664 1.1410 0.397
H 0.1228 -1.9660 0.9554 0.157
```

2S+1: 3
E_LUMO (alpha / beta) in Ha: -0.0257 / -0.0901
HOMO energy (alpha / beta) in eV: -9.2 / -9.2
Gap between HOMO and LUMO (alpha / beta) in eV: 8.454 / 6.762
Expectation value of S²: 2.06
Electronic energy in hartree: -927.736118

***

[6]
This record from OMol25 describes a molecular structure, C2HO2S2. The level of theory is wB97M-V/def2-TZVPD.

```
7
Properties=species:S:1:pos:R:3:nbo_charge:R:1
C 1.9387 0.1457 0.0373 0.958
C -0.9535 -0.3258 0.7484 -0.543
O 2.1149 0.9639 0.8520 -0.618
O 2.3075 -0.6946 -0.6748 -0.619
S -0.2529 0.5525 -0.5108 -0.203
S -2.6358 -0.6212 0.3920 -0.050
H -2.5190 -0.0206 -0.8441 0.075
```

E_LUMO in Ha: 0.1248
Net charge: -1
HOMO energy in eV: -3.3
Gap between HOMO and LUMO in eV: 6.713
Electronic energy in hartree: -1023.676204

***

[7]
This record from OMol25 describes 2 unconnected molecules or ions with the total composition C2HO2S2. The level of theory is wB97M-V/def2-TZVPD.

```
7
Properties=species:S:1:pos:R:3:nbo_charge:R:1
C 2.9172 0.1993 0.0702 0.632
C 1.4783 -0.3091 0.3304 -0.089
O 2.7689 1.3498 -0.3668 -0.713
O 3.8740 -0.5072 0.2963 -0.650
S 0.6007 -2.5547 -0.0975 -0.556
S 0.2659 0.8169 0.0401 0.246
H -0.7366 -0.0726 0.1672 0.130
```

E_LUMO (alpha / beta) in Ha: 0.0832 / 0.0832
Net charge: -1
HOMO energy (alpha / beta) in eV: -4.3 / -4.3
Gap between HOMO and LUMO (alpha / beta) in eV: 6.555 / 6.557
Electronic energy in hartree: -1023.595309

***

[8]
This record from OMol25 describes a molecular structure, C2HO4S. The level of theory is wB97M-V/def2-TZVPD.

```
8
Properties=species:S:1:pos:R:3:nbo_charge:R:1
C 0.8938 0.4631 0.7500 -0.937
C 0.5140 -1.2058 -0.0688 0.787
O -1.7925 0.6323 1.0070 -0.943
O 1.1422 -2.2254 -0.0089 -0.629
O -0.9592 1.6383 -1.0420 -0.948
O -0.6232 -0.9414 -0.6693 -0.700
S -0.7112 0.7228 0.0578 2.196
H 1.5361 0.9162 -0.0258 0.174
```

E_LUMO in Ha: 0.1446
Net charge: -1
HOMO energy in eV: -4.4
Gap between HOMO and LUMO in eV: 8.340
Electronic energy in hartree: -775.936407

***

One value per record, in order, for ΔE to the lowest compared entry with this formula, charge and spin: 74.31; 37.67; 19.01; 37.04; 54.36; 30.79; 81.55; 55.60 kcal/mol.